Entry 1:
This record from OMol25 describes 3 unconnected molecules or ions with the total composition C28H34F3NO8 at a distorted geometry. The level of theory is the ωB97M-V functional and the def2-TZVPD basis.

```
74
Properties=species:S:1:pos:R:3:forces:R:3
H 2.24382 -5.52734 -4.75118 -0.05 0.02 0.03
H -2.34064 0.08695 -2.92173 -0.48 -0.98 0.91
H 5.00444 -0.25155 3.02399 0.25 1.22 0.07
H -6.82541 2.97677 1.09909 0.13 -0.11 -0.24
H -0.02140 0.29188 -3.35629 -0.39 0.96 -0.87
C -5.20780 2.72396 2.47538 0.20 -0.07 0.04
C 1.23311 -4.12467 -3.46144 0.18 -0.24 -0.15
H -1.78121 -1.61015 -2.63884 -0.51 1.02 0.66
C -0.37758 -1.05016 1.31282 -0.15 0.60 -0.90
C 0.18224 -4.39865 -1.25884 0.02 -0.38 0.28
C 1.50969 3.06930 1.59986 -0.55 -0.95 0.80
C 5.31345 0.73391 2.56516 0.43 -0.29 -1.56
H -4.48364 1.97146 2.79344 -0.10 -0.01 0.04
H 6.84801 0.99840 3.70203 -0.58 0.69 -0.10
H -5.78050 3.04228 3.34860 0.01 -0.01 -0.05
H -0.21939 -3.87964 3.89597 0.25 1.66 -1.01
C 1.40131 -5.11353 -0.73825 0.44 0.39 0.19
H 5.98694 -0.69675 0.93626 0.57 1.06 0.41
C 1.87838 2.04003 2.45214 0.09 1.15 -0.49
O 3.14844 1.98141 3.05296 -1.23 -0.33 -1.49
C -4.79557 0.65018 0.02938 0.29 -0.16 0.11
H 0.26954 3.94781 -1.87558 0.01 -0.16 -0.32
O 0.82635 0.30593 3.86754 0.49 0.77 -1.48
H 0.99570 -3.43693 -4.27505 -0.19 0.03 0.21
C -0.01010 -2.20247 2.28601 -1.70 1.44 0.17
H -4.67429 -1.30281 0.84300 0.25 0.11 -0.06
C 4.04080 1.48192 2.01182 0.84 -1.00 -0.34
H 2.31263 -4.88565 -1.28630 -0.04 -0.17 -0.13
H -1.72193 3.30307 -1.26141 0.19 -1.30 -0.10
C 0.01811 0.36724 1.53298 -0.39 0.50 -1.05
C -0.38915 2.36884 -2.73417 0.66 0.59 -0.33
H -4.63555 3.57443 2.09923 -0.12 -0.01 0.00
H 1.65242 -6.24154 -3.24239 0.09 0.06 -0.03
O 6.10685 1.57483 3.41905 -0.37 -1.16 -0.06
C -2.34182 -0.74044 -2.16033 1.69 -0.51 0.26
O -4.34135 0.36806 -1.05470 -1.15 1.01 0.77
H -6.74139 1.35405 1.74416 0.13 -0.04 -0.04
H 3.44898 0.72240 1.40386 0.90 0.73 0.57
N 0.48542 3.31918 -2.66315 -1.28 -1.18 0.26
C 0.05624 2.97230 0.95727 0.11 -0.69 0.16
H -1.44714 -2.47134 -0.07674 0.28 1.84 0.00
F 3.34316 4.63990 2.18580 -1.29 -0.93 -1.96
H -3.35563 -1.09818 -1.85939 1.21 0.43 -0.63
H 1.57180 -4.79390 0.29054 -0.23 -0.15 -0.02
O -0.75816 -4.17481 -0.53585 0.25 -0.37 -0.60
C -1.17950 1.17693 -0.63531 0.21 -1.86 1.83
H -5.38500 -0.17331 1.96627 0.12 0.15 0.10
H 0.74085 1.53735 -4.48948 -0.97 -0.11 0.93
C -4.61601 -0.27536 1.20396 -0.48 -0.35 0.07
H -1.06645 1.31249 -4.55722 0.83 -0.41 0.78
H -3.63260 -0.10399 1.64582 -0.02 -0.01 -0.04
H -2.58673 2.01431 -2.19848 1.28 0.04 0.71
C -0.17080 1.28964 -3.87173 -0.21 0.61 0.79
C 1.42704 -5.51681 -4.02704 -0.03 -0.18 0.11
C -1.17150 -1.38452 0.08649 0.90 3.03 0.82
C -0.13896 -2.98967 3.21776 0.37 -0.49 -1.01
C -1.60551 2.26802 -1.68692 0.86 -0.35 -0.65
O -5.39406 1.83760 0.21845 -0.20 0.11 -0.51
H 2.13517 -3.73602 -2.98345 -0.07 -0.08 0.08
H 0.51410 -5.85749 -4.51961 0.06 0.11 -0.04
H 5.85742 1.03148 0.40888 0.61 -0.83 0.99
C -0.38760 1.49132 0.59117 -0.42 -2.29 -0.37
C 0.89714 0.81928 2.77171 -0.74 -0.16 -0.78
H 7.29938 0.58373 1.41522 -1.20 -0.52 0.04
F 3.08602 3.90140 0.00916 -0.55 0.77 2.24
C 2.43765 4.26711 1.21181 -0.45 0.82 -0.73
F 1.73159 5.43399 0.88373 1.13 -2.23 0.72
C -1.53930 -0.28285 -0.86246 0.58 -0.28 0.97
C -6.12989 2.19043 1.39773 0.11 0.10 0.35
C 6.20478 0.36069 1.26666 -1.27 0.53 -0.46
O -0.67145 3.93288 0.79255 1.21 -1.29 0.11
H 4.38156 2.27794 1.28730 -0.49 -0.48 1.05
H 1.21922 -6.18884 -0.75617 0.01 0.06 -0.01
O 0.11524 -4.08373 -2.56354 -0.35 0.48 0.00
```
Positions in Å, forces in eV/Å.

Computed properties:
- Kohn-Sham gap: 7.8 eV
- Total charge: 0
- SMILES: [H]/N=C(/C)Cc1c(C)cc(C#C)c2c1C(=O)C(C(F)(F)F)=C(OC[C@@H](C)O)C2=O.CCOC(C)=O.CCOC(C)=O

Entry 2:
This record from OMol25 describes a molecular structure, C28H34FN6O3PS2SiSrTe at a distorted geometry. The level of theory is the ωB97M-V functional and the def2-TZVPD basis.

```
78
Properties=species:S:1:pos:R:3:forces:R:3
H 3.98740 -1.01516 2.28040 0.03 -0.02 0.04
H 2.55020 -2.81943 -4.20243 0.02 0.07 0.02
O -0.09394 -2.56316 -3.43650 0.02 -0.08 -0.09
C 3.09767 -1.35767 2.79456 -0.10 -0.01 -0.01
H 4.28514 -1.97324 -2.58243 -0.02 0.02 -0.01
Si -1.95547 -2.16558 2.17024 -0.08 0.18 -0.21
C -1.16237 5.84787 -0.04346 0.01 -0.01 0.01
C 0.74226 -2.18396 3.95633 0.03 -0.06 0.09
O 0.20892 -2.21974 -0.91504 -0.15 -0.34 -0.14
C 0.63610 -1.53547 2.70391 -0.10 -0.21 -0.06
C -0.94966 -3.71163 -3.27960 0.11 -0.02 0.04
H -2.53418 -2.85291 -4.46740 0.03 -0.01 0.00
H 1.94480 -2.90607 5.56460 0.04 0.00 0.00
H -0.16672 6.55624 -1.82078 0.01 0.00 -0.01
C -2.77864 -2.25672 3.87908 -0.07 -0.01 0.02
H -0.80787 -4.14834 -2.28854 0.00 0.02 0.02
N -2.44842 0.07709 -2.25870 -0.06 0.02 -0.14
C 3.14699 -1.99197 4.03467 0.07 0.03 -0.04
C 2.90785 -3.41945 -3.36224 -0.11 -0.03 0.04
H 4.66725 -3.64617 -2.14039 -0.04 0.01 0.01
C 4.29830 -3.00189 -2.94033 0.09 -0.03 -0.01
C -3.84367 0.05498 -5.25971 -0.27 -0.20 0.13
C -1.74585 -3.94846 1.59216 0.06 0.00 0.10
H -1.43347 2.47809 -1.86228 -0.04 -0.06 0.07
H -0.89368 1.84052 3.93286 -0.05 -0.08 -0.03
C -0.63823 5.71659 -1.32505 0.01 -0.02 0.05
C 3.01250 5.39056 0.06133 0.01 0.00 -0.04
S 0.71147 3.95357 3.08280 0.07 0.13 0.09
C 0.45028 2.30001 2.53416 0.16 -0.07 -0.55
C 1.65504 3.09385 0.86600 0.14 -0.18 -0.12
H -0.63045 -4.44403 -4.02544 -0.03 -0.02 -0.01
N -4.19666 -0.12246 -3.99010 0.58 0.36 -0.11
H 2.26837 6.31009 1.85563 -0.01 -0.03 0.01
C 1.63815 4.26059 1.64387 -0.04 -0.06 0.00
C 2.37903 3.08732 -0.32650 -0.07 0.07 0.07
H -0.34663 4.34320 -2.95325 0.01 0.00 0.01
H -1.04737 -3.96904 0.75181 -0.05 0.00 -0.02
C 2.30377 5.41147 1.25103 -0.04 0.04 0.04
H 3.60328 4.23247 -1.64810 0.00 -0.01 0.00
C 3.04827 4.23324 -0.71755 -0.02 0.00 -0.01
P 0.89226 -2.14892 -2.23948 -0.09 0.25 -0.28
C 1.88805 -1.15738 2.17192 0.14 -0.04 0.07
H -2.70886 -4.35746 1.27049 0.03 -0.04 0.00
H -0.42061 0.52585 2.92031 -0.13 0.18 -0.04
S -2.55003 2.13834 0.82645 0.06 0.02 -0.01
C -2.38672 -3.29881 -3.48278 -0.09 0.05 -0.04
C -0.73071 4.47900 -1.94808 0.02 0.06 0.02
H 2.39963 2.18374 -0.92113 0.04 -0.01 0.00
Sr -0.64503 0.03929 -0.46735 -0.07 0.58 1.56
H -3.04286 -4.16818 -3.39129 0.01 0.00 0.00
H 4.98734 -3.06907 -3.78648 -0.02 -0.01 0.00
H -1.10811 6.80166 0.47302 0.02 0.01 -0.03
H -2.33881 -3.04352 4.49846 -0.03 0.01 0.00
N -3.64159 0.15774 -6.39921 -0.03 0.05 0.04
C -1.32341 3.40324 -1.30499 -0.01 -0.06 -0.09
H -4.20893 -1.76620 1.17152 0.05 0.00 0.13
C -1.83607 3.50220 0.00068 0.03 0.12 -0.13
H 4.09491 -2.15185 4.53317 -0.01 0.00 0.00
Te 1.66720 0.03218 -2.80013 0.27 -0.24 -0.34
H -3.03496 -1.42231 -0.03618 0.20 -0.06 -0.03
H -0.17485 -2.50143 4.44020 0.02 0.02 -0.03
H -2.67927 -2.55774 -2.73982 0.02 -0.04 0.02
C -1.74626 4.76980 0.60097 -0.01 0.00 0.09
H -3.84450 -2.47744 3.75810 0.02 -0.02 0.06
N -0.53066 -1.24947 2.06114 0.17 0.26 -0.16
H 2.88228 -4.46738 -3.66866 0.02 -0.02 -0.01
N -0.18257 1.43743 3.34525 -0.09 -0.22 0.09
C 1.95236 -2.40759 4.60088 -0.12 0.01 -0.03
H 3.53472 6.28074 -0.26833 -0.01 0.00 0.01
C -3.24209 0.03356 -3.11058 -0.25 -0.38 -0.10
N 0.96051 2.00277 1.37136 -0.18 0.42 0.28
C -3.21101 -1.33216 1.04060 -0.22 -0.12 0.00
F 1.92053 -0.56958 0.95366 -0.10 -0.08 -0.22
H -1.34944 -4.58594 2.38805 0.02 -0.01 -0.05
H -2.14014 4.88933 1.60385 0.00 -0.02 -0.01
H -2.69090 -1.31174 4.42236 -0.01 0.00 -0.04
H -3.28931 -0.26413 1.25465 -0.06 -0.04 0.04
O 2.00815 -3.30378 -2.25219 0.24 -0.06 0.01
```
Positions in Å, forces in eV/Å.

Computed properties:
- Kohn-Sham gap: 5.9 eV
- Total charge: -2

Entry 3:
This record from OMol25 describes 2 unconnected molecules or ions with the total composition C28H34O6 at a distorted geometry. The level of theory is the ωB97M-V functional and the def2-TZVPD basis.

```
68
Properties=species:S:1:pos:R:3:forces:R:3
H -4.57718 -0.67388 -4.25073 0.03 0.18 0.11
C 6.58156 -1.58290 -2.10738 0.76 -0.19 -0.41
H 3.57702 -0.16842 0.37130 -0.11 0.14 0.26
C -1.07225 -1.68446 3.35203 -0.30 -0.15 -0.08
C -3.06857 1.87425 3.92213 -0.26 0.83 0.45
C 3.83328 0.47763 4.16171 0.47 0.58 0.54
H -1.21391 -2.43677 2.56764 0.14 -0.25 -0.06
C -0.84477 -2.37593 4.69533 0.24 0.19 0.02
O -2.07463 0.92444 3.60620 -0.35 0.17 -0.53
C 3.41069 -0.51606 -0.63275 0.83 -0.02 0.60
C -5.14939 0.54366 -2.51654 -0.68 0.24 -0.48
C 4.49851 -0.98700 -1.37588 0.90 -0.45 -0.53
C -0.89475 -0.76168 -1.19400 -0.18 -0.08 -0.36
H 7.34700 -0.83298 -2.34846 -0.25 -0.16 0.12
C 1.56675 0.72464 4.34461 -2.75 1.44 0.97
H -2.59356 2.86626 3.90620 -0.35 -0.19 0.07
H 4.97578 -1.04388 3.15294 0.08 -0.14 0.00
C -2.12547 -0.41984 -0.69815 -0.87 0.19 0.52
C -4.20522 0.18106 -3.67245 -0.11 -0.01 -0.60
C -0.90241 1.22330 4.26001 2.97 0.37 1.17
H -3.38930 1.69448 4.95778 -0.12 0.18 -0.20
H -1.54055 -0.49537 -4.53928 0.11 0.01 -0.27
C -1.69640 -0.47273 -3.47494 -0.39 0.07 0.36
H -0.71001 -1.61904 5.47749 -0.07 -0.01 -0.18
C 2.16031 -0.49901 -1.19267 0.14 0.03 -0.38
H -4.06150 1.01254 -4.37113 -0.11 -0.12 0.13
C -3.16144 -0.09459 -1.58196 -0.81 0.54 -0.65
C -0.61999 -0.73414 -2.58957 0.32 -0.25 0.02
C 3.04677 -1.39429 -3.27191 0.40 0.03 0.34
C 4.29330 -1.40515 -2.70904 0.09 0.10 0.38
H 2.91846 -1.72750 -4.28660 -0.11 -0.08 -0.28
C -4.22125 1.79968 2.94846 0.14 -0.49 -0.18
H -3.86879 1.95606 1.92815 0.03 0.09 -0.07
H 5.90931 0.40502 3.53622 -0.07 0.06 0.12
C 4.93177 0.04263 3.21829 -0.32 -0.43 -0.16
H 0.10458 -2.92251 4.66877 -0.01 -0.06 -0.06
C 0.23295 0.41261 3.91150 0.09 -0.53 -0.43
H -4.67797 0.81098 2.98003 -0.14 -0.08 -0.01
H 7.09439 -2.50527 -1.80456 -0.20 0.28 0.05
H 5.86785 -1.22356 -4.15805 0.03 -0.12 0.18
H -4.99281 2.54057 3.16147 0.11 0.03 0.12
H -2.12553 -4.09080 4.33043 0.01 -0.09 -0.13
C -1.97476 -3.31426 5.07981 -0.06 -0.10 0.04
H -2.32383 -0.40967 0.35850 0.11 -0.10 0.38
C 0.04645 -0.71723 2.95893 0.02 -0.32 -0.07
O 5.82682 -1.09566 -0.98827 -2.68 0.45 -0.13
H 1.35652 -0.04656 -0.63989 0.07 0.07 0.17
H -5.45268 1.59964 -2.54454 0.15 -0.30 0.11
H -1.78373 -3.81605 6.02883 0.03 0.01 0.06
H -2.01730 -1.13393 3.39207 0.18 -0.22 0.05
O 2.57124 -0.02215 3.77071 0.52 -0.13 -0.49
H -0.14439 -0.29820 1.96557 -0.31 -0.16 -0.60
H -2.91866 -2.77863 5.17766 -0.07 0.10 0.01
H 4.75052 0.41705 2.21134 -0.01 0.14 -0.09
H 0.99084 -1.26491 2.87071 -0.17 -0.04 0.02
H 3.75948 1.57480 4.20110 0.22 -0.35 0.06
C 5.61160 -1.81947 -3.27436 0.10 -0.25 -0.54
O 1.81435 1.62249 5.14624 0.87 -0.46 -0.27
C 1.92681 -0.96688 -2.51540 -0.23 0.12 0.00
O -0.84170 2.14975 5.06439 -0.93 -0.11 -0.33
C 0.66008 -0.96861 -3.14440 -0.10 0.20 0.87
O -4.45508 0.30970 -1.28298 2.58 -0.92 0.10
H 0.67755 -1.14651 -4.20697 0.00 -0.04 -0.34
H 5.58791 -2.87165 -3.57914 0.09 0.17 0.03
H -0.14680 -1.13927 -0.51783 -0.08 0.08 0.21
H -6.05773 -0.07196 -2.51779 0.27 0.15 0.10
H 4.01894 0.13973 5.19036 0.22 0.11 -0.17
C -2.93052 -0.16194 -2.97338 -0.10 0.08 0.31
```
Positions in Å, forces in eV/Å.

Computed properties:
- Kohn-Sham gap: 1.6 eV
- Total charge: 0